Entry from the Open Molecules 2025 dataset: a 2-piece molecular cluster, C7H11N3O3 overall (wB97M-V/def2-TZVPD).

Results
* 2S+1: 1
* structure (SMILES): O=c1cc[nH]c(=O)[nH]1.CNC(C)=O
* LUMO level: 0.31 eV
* total charge: 0

Each line ends with the Löwdin charge.
CARTESIAN COORDINATES (ANGSTROEM)
O -2.923 -2.866 2.206  0.055
C -2.252 -2.269 1.354  -0.458
C -2.180 -0.861 0.992  0.002
C -1.247 -0.349 0.143  -0.137
N -0.319 -1.140 -0.364  0.094
C -0.440 -2.544 -0.159  -0.477
O 0.130 -3.437 -0.822  0.043
N -1.302 -2.971 0.713  0.184
H -3.050 -0.225 1.215  0.117
H -1.501 0.742 -0.290  0.184
H -0.089 -0.859 -1.428  0.164
H -1.263 -3.892 1.120  0.185
C 1.017 1.053 -2.158  -0.040
N 1.442 1.138 -0.696  -0.025
C 1.143 2.248 -0.017  -0.672
C 1.808 2.323 1.353  -0.004
O 0.462 3.129 -0.409  0.067
H 0.161 1.855 -2.156  0.120
H 1.858 1.244 -2.898  0.110
H 0.565 0.089 -2.226  0.013
H 2.464 0.744 -0.567  0.187
H 2.626 1.591 1.381  0.065
H 0.984 1.863 2.099  0.131
H 1.906 3.393 1.614  0.089

***

Entry from the Open Molecules 2025 dataset: the molecule C7H11N3OS (wB97M-V/def2-TZVPD).

Results
* 2S+1: 1
* LUMO level: -0.78 eV
* total charge: 0

Each line ends with the Löwdin charge.
CARTESIAN COORDINATES (ANGSTROEM)
C -1.687 2.535 1.017  -0.268
C -1.665 0.004 0.807  -0.650
C -1.648 1.182 -1.624  -0.434
C -0.949 1.340 0.955  -0.126
C 1.709 -2.301 0.025  -0.126
C 1.785 -0.923 0.584  -0.271
C 1.600 0.099 -0.540  -0.191
N -2.298 3.507 0.950  0.177
N -1.379 -0.913 1.572  0.153
N -0.310 1.280 -1.027  -0.030
O 0.327 0.092 -1.202  -0.170
S -2.827 0.169 -0.616  0.900
H -1.971 2.180 -1.729  0.060
H -1.707 0.638 -2.573  0.078
H -0.102 1.405 1.640  0.123
H 0.690 -2.375 -0.527  0.097
H 2.473 -2.584 -0.743  0.081
H 1.712 -3.097 0.890  0.108
H 2.759 -0.705 1.009  0.113
H 1.086 -0.701 1.330  0.056
H 1.871 1.191 -0.206  0.159
H 2.228 -0.208 -1.363  0.112
H -1.698 -1.815 1.372  0.050

***

Entry from the Open Molecules 2025 dataset: an isolated ion of composition C7H11N4 and charge +1 (wB97M-V/def2-TZVPD).

Results
* 2S+1: 1
* structure (SMILES): NCC[C@@H]1C=Nn2cc[nH+]c21
* LUMO level: -3.78 eV
* total charge: +1

Each line ends with the Löwdin charge.
CARTESIAN COORDINATES (ANGSTROEM)
N -1.507 -0.840 -2.525  0.021
C -0.327 -1.413 -1.776  -0.223
C 0.667 -0.350 -1.492  -0.155
C 0.090 0.742 -0.533  -0.143
C 0.951 1.927 -0.279  -0.035
N 1.188 2.168 0.954  0.146
N 0.623 1.222 1.689  -0.058
C 0.692 0.887 3.026  0.040
C -0.017 -0.275 3.155  -0.016
N -0.376 -0.666 1.885  0.148
C 0.025 0.247 0.979  -0.066
H -2.392 -1.308 -2.396  0.070
H -1.484 -0.916 -3.510  0.056
H -0.692 -1.712 -0.799  0.105
H 0.185 -2.096 -2.423  0.116
H 0.883 0.324 -2.327  0.131
H 1.541 -0.744 -1.041  0.117
H -0.806 1.059 -1.005  0.139
H 1.146 2.617 -1.136  0.163
H 0.963 1.479 3.858  0.129
H -0.582 -0.813 3.980  0.170
H -0.770 -1.539 1.714  0.146

***

- Which value of 2S+1 does entry 1 give?
  1